Record 1
Density functional theory data (ωB97M-V/def2-TZVPD) for a 3-piece molecular cluster, C4H13NO3 overall.

Output
* multiplicity: 2
* ΔE to the lowest compared entry with this formula, charge and spin: 50.8 kcal per mole
* charge: -1
* <S²>: 0.750

Geometry (Å):
O -1.42345 2.20616 0.00840
C -1.73612 1.22061 -0.62100
C -0.73858 0.19721 -1.08878
C -0.42498 -0.93537 -0.10440
C 1.07142 -1.01195 0.42011
N 2.00257 0.02853 0.06452
H -2.80346 1.05747 -0.85314
H -1.14876 -0.13611 -2.04743
H 0.19968 0.71123 -1.26320
H -0.73494 -1.89956 -0.50839
H -1.00159 -0.84235 0.82356
H 1.00644 -1.16993 1.49969
H 1.41300 -2.00248 0.10085
H 2.32633 -0.15703 -0.87638
H 1.61178 0.95867 0.10116
H -0.30505 0.78353 -5.69317
H -1.35254 1.97084 -5.10937
O -0.62784 1.34496 -4.97528
H 0.51236 -1.29818 6.27730
H 1.50329 -0.58198 7.13875
O 0.65043 -0.44428 6.70620

Forces on atoms 1 to 3 (eV/Å):
-0.12 -0.07 -0.07
0.48 0.32 0.69
-0.33 0.06 -0.28

Here are the Löwdin charges for atoms 1 to 4, given in e: number 1, O, carries 0.011; number 2, C, carries -0.333; number 3, C, carries -0.230; number 4, C, carries -0.191



Record 2
Density functional theory data (ωB97M-V/def2-TZVPD) for a 2-piece molecular cluster, C10H16 overall.

Output
* multiplicity: 2
* ΔE to the lowest compared entry with this formula, charge and spin: 52.1 kcal per mole
* charge: -1
* <S²>: 0.760

Geometry (Å):
C -0.58211 1.92470 -0.48108
C -1.45529 3.00117 -1.08032
C 0.08360 1.02581 -1.52487
H 0.26184 2.47092 0.08583
H -1.15719 1.36480 0.15081
H -2.29219 2.37544 -1.56655
H -0.69542 0.32840 -1.79765
H 0.32460 1.49759 -2.51520
H -1.05084 3.69969 -1.75200
H -1.91241 3.67310 -0.35998
H 0.99565 0.75853 -1.14020
C 0.36711 0.35266 1.99741
C 1.65716 -2.30631 -0.30280
C 1.53967 -1.08661 0.30944
C 0.48799 -3.22557 -0.40794
C 0.36532 -0.82140 1.03468
C -0.63527 -2.94997 0.32382
C -0.59086 -1.84270 1.19387
H 2.57037 -2.63866 -0.88606
H 2.25711 -0.31049 0.15410
H 0.71775 -4.03896 -1.03014
H -1.51858 -3.55192 0.53165
H 1.14068 1.10555 1.87392
H 1.05338 0.16316 2.93358
H -1.29569 -1.61205 1.91213
H -0.63639 0.64312 2.34354

Forces on atoms 1 to 3 (eV/Å):
3.56 3.67 -1.41
-2.62 -1.78 0.11
-2.26 2.10 -1.74

Here are the Löwdin charges for atoms 1 to 4, given in e: number 1, C, carries -0.331; number 2, C, carries -0.145; number 3, C, carries -0.104; number 4, H, carries 0.122